Entry 1:
Entry from the OMol25 dataset: a structure of composition C43H36N9O6RbS5 at a distorted geometry (the ωB97M-V functional and the def2-TZVPD basis).

Geometry as XYZ:
```
100
Properties=species:S:1:pos:R:3:lowdin_charge:R:1
Rb -0.75 1.34 -1.62 0.786
C 0.13 5.14 3.60 -0.080
C 0.64 6.14 2.78 -0.094
C 1.06 5.85 1.50 -0.019
C 0.94 4.54 1.00 -0.266
C 0.37 3.55 1.81 -0.005
C 0.00 3.85 3.11 -0.077
N 1.27 4.16 -0.27 0.121
N 1.97 5.00 -0.96 0.080
C 2.14 4.77 -2.29 -0.339
C 3.28 5.31 -2.91 -0.022
C 3.41 5.21 -4.27 -0.089
C 2.39 4.60 -5.00 -0.067
C 1.32 4.06 -4.30 -0.144
N 1.18 4.13 -3.00 0.140
H -0.18 5.37 4.61 0.099
H 0.70 7.16 3.15 0.097
H 1.48 6.61 0.86 0.098
H 0.22 2.57 1.38 0.096
H -0.41 3.08 3.73 0.103
H 4.04 5.77 -2.29 0.100
H 4.29 5.61 -4.77 0.100
H 2.45 4.53 -6.07 0.098
H 0.53 3.55 -4.83 0.112
C 5.23 -10.88 5.35 -0.101
O 4.28 -10.01 5.91 -0.096
C 3.80 -8.97 5.14 -0.272
C 4.21 -8.68 3.84 -0.019
C 3.65 -7.60 3.17 -0.014
C 2.69 -6.79 3.77 -0.155
C 2.29 -7.10 5.08 -0.025
C 2.83 -8.17 5.75 -0.010
C 2.19 -5.64 3.06 -0.278
N 2.57 -5.30 1.84 0.183
C 1.94 -4.13 1.57 -0.180
C 1.15 -3.73 2.65 -0.130
N 1.31 -4.72 3.58 0.179
C 0.43 -2.51 2.67 -0.088
C -0.44 -2.10 3.69 -0.022
C -1.02 -0.86 3.60 -0.034
C -0.65 -0.01 2.55 -0.121
N 0.13 -0.40 1.57 0.152
C 0.62 -1.64 1.56 -0.141
C 1.35 -2.09 0.39 -0.140
N 1.34 -1.30 -0.69 0.127
C 1.90 -1.73 -1.80 -0.124
C 2.56 -2.96 -1.91 -0.048
C 2.62 -3.77 -0.80 -0.011
C 2.00 -3.35 0.38 -0.088
H 5.44 -11.62 6.12 0.090
H 6.16 -10.36 5.10 0.094
H 4.85 -11.38 4.46 0.094
H 4.96 -9.28 3.34 0.102
H 3.97 -7.37 2.17 0.111
H 1.54 -6.50 5.58 0.103
H 2.54 -8.40 6.76 0.115
H 0.87 -4.75 4.49 0.143
H -0.66 -2.77 4.52 0.102
H -1.73 -0.52 4.34 0.103
H -1.03 0.99 2.48 0.076
H 1.83 -1.08 -2.65 0.088
H 3.00 -3.27 -2.84 0.100
H 3.11 -4.74 -0.80 0.109
O -1.01 -1.25 -7.98 0.072
C 0.27 -1.10 -7.81 -0.558
O 1.09 -1.49 -8.62 0.030
C 0.73 -0.41 -6.58 -0.059
C 2.04 -0.04 -6.35 -0.032
N 2.08 0.55 -5.14 -0.015
N 0.88 0.58 -4.56 0.078
C 0.04 0.01 -5.40 -0.133
C -1.43 -0.11 -5.03 -0.599
O -2.21 -0.48 -5.95 0.020
O -1.73 0.16 -3.87 -0.110
H -1.60 -0.89 -7.10 0.063
H 2.90 -0.16 -6.97 0.120
H 2.87 0.97 -4.67 0.150
C -5.72 6.49 0.34 -0.418
S -6.48 4.87 0.67 0.766
C -7.14 4.49 -0.91 -1.034
C -6.43 4.41 -2.08 -1.216
S -4.80 4.70 -2.30 0.488
S -7.46 4.03 -3.50 0.860
C -8.98 3.88 -2.68 -1.553
S -10.39 3.51 -3.43 0.401
S -8.86 4.16 -0.97 0.836
H -5.25 6.81 1.26 0.019
H -6.49 7.19 0.03 0.029
H -4.97 6.37 -0.45 -0.042
C -4.31 1.62 1.52 -0.073
C -3.21 1.99 0.50 -0.699
C -2.86 3.49 0.67 -0.085
O -2.14 1.19 0.54 -0.485
H -5.16 2.28 1.41 0.029
H -3.91 1.72 2.53 0.055
H -4.62 0.59 1.37 0.061
H -3.69 1.92 -0.51 0.117
H -2.47 3.66 1.67 0.056
H -3.74 4.10 0.52 0.009
H -2.10 3.78 -0.06 0.055
```

Largest force on an atom   4.286 eV/A
Spin multiplicity   1
Charge   -2
Electronic energy   -125705.821 eV
LUMO   2.332 eV
Kohn-Sham gap   0.148 hartree
Energy above the lowest of the compared OMol25 structures with the same formula, charge and spin   172.7 kJ/mol

=====

Entry 2:
Entry from the OMol25 dataset: a cluster of 2 separate species, C4H9NO in total at a distorted geometry (the ωB97M-V functional and the def2-TZVPD basis).

Geometry as XYZ:
```
15
Properties=species:S:1:pos:R:3:lowdin_charge:R:1
C 1.64 -0.75 0.89 -0.115
C 2.42 0.65 -0.76 -0.052
N 1.38 0.05 -0.35 -0.086
H 0.67 -1.19 1.13 0.068
H 1.98 -0.16 1.75 0.078
H 2.34 -1.56 0.69 0.074
H 2.61 0.80 -1.81 0.073
H 3.23 0.90 -0.06 0.076
C -3.21 -0.04 0.23 -0.001
C -2.16 0.57 -0.32 -0.272
O -1.42 -0.13 -1.28 -0.066
H -3.70 0.27 1.14 0.045
H -3.47 -0.98 -0.25 0.060
H -1.80 1.56 -0.06 0.103
H -0.53 0.04 -0.95 0.015
```

Largest force on an atom   1.938 eV/A
Spin multiplicity   1
Electronic energy   -7829.065 eV
LUMO   0.592 eV
Kohn-Sham gap   0.343 hartree
Energy above the lowest of the compared OMol25 structures with the same formula, charge and spin   314.0 kJ/mol

=====

Entry 3:
Entry from the OMol25 dataset: the molecule C3H5FS2 at a distorted geometry (the ωB97M-V functional and the def2-TZVPD basis).

Geometry as XYZ:
```
11
Properties=species:S:1:pos:R:3:lowdin_charge:R:1
C 0.58 -0.27 0.96 -0.425
C -0.27 0.69 0.17 -0.531
C -1.12 -0.21 -0.77 -0.573
H 1.74 -0.11 -1.31 -0.054
H 0.01 -0.88 1.49 0.018
H 1.32 0.38 1.52 0.110
H -0.85 1.16 0.93 0.117
H -0.83 -0.52 -1.95 0.130
F 0.49 1.65 -0.54 -0.053
S 1.58 -1.22 -0.37 0.653
S -2.66 -0.66 -0.13 0.608
```

Largest force on an atom   7.616 eV/A
Spin multiplicity   1
Electronic energy   -27577.554 eV
LUMO   -0.886 eV
Kohn-Sham gap   0.302 hartree
Energy above the lowest of the compared OMol25 structures with the same formula, charge and spin   186.1 kJ/mol

=====

Entry 4:
Entry from the OMol25 dataset: a cluster of 2 separate species, C4H6N3 in total at a distorted geometry (the ωB97M-V functional and the def2-TZVPD basis).

Geometry as XYZ:
```
13
Properties=species:S:1:pos:R:3:lowdin_charge:R:1
C 1.12 -1.74 0.12 -0.027
C -0.05 -0.92 0.18 -0.217
C -0.35 2.31 -0.31 0.321
C -1.37 -1.35 0.26 0.275
N 2.17 -0.98 0.03 0.074
N 1.81 0.30 0.06 0.068
N 0.55 0.40 -0.04 0.040
H 1.20 -2.79 0.12 0.124
H -0.09 2.97 0.56 0.095
H -1.37 2.08 -0.29 0.032
H -1.75 -2.20 0.73 0.091
H 0.06 2.49 -1.26 0.049
H -1.94 -0.57 -0.16 0.076
```

Largest force on an atom   5.265 eV/A
Spin multiplicity   1
Charge   +1
Electronic energy   -8702.889 eV
LUMO   -6.694 eV
Kohn-Sham gap   0.320 hartree
Energy above the lowest of the compared OMol25 structures with the same formula, charge and spin   541.7 kJ/mol

=====

Entry 5:
Entry from the OMol25 dataset: a cluster of 2 separate species, C4H11INO in total at a distorted geometry (the ωB97M-V functional and the def2-TZVPD basis).

Geometry as XYZ:
```
18
Properties=species:S:1:pos:R:3:lowdin_charge:R:1
I 17.63 15.95 20.62 -0.698
C 16.41 12.76 24.36 -0.077
C 16.14 12.89 22.90 -0.502
C 15.53 11.62 22.38 -0.189
O 15.10 11.80 21.00 -0.184
C 14.47 10.78 20.37 -0.161
N 15.28 14.02 22.69 0.023
H 15.59 13.01 25.03 0.078
H 17.23 13.46 24.56 0.078
H 16.82 11.77 24.52 0.067
H 17.05 13.01 22.30 0.113
H 14.65 11.35 22.96 0.117
H 16.16 10.77 22.61 0.116
H 14.13 10.97 19.35 0.080
H 13.55 10.70 20.95 0.086
H 15.05 9.87 20.19 0.081
H 14.84 14.06 21.78 0.052
H 15.89 14.79 22.48 -0.081
```

Largest force on an atom   2.911 eV/A
Spin multiplicity   1
Charge   -1
Electronic energy   -15966.051 eV
LUMO   3.272 eV
Kohn-Sham gap   0.250 hartree
Energy above the lowest of the compared OMol25 structures with the same formula, charge and spin   85.1 kJ/mol

=====

Entry 6:
Entry from the OMol25 dataset: a structure of composition C5H10S at a distorted geometry (the ωB97M-V functional and the def2-TZVPD basis).

Geometry as XYZ:
```
16
Properties=species:S:1:pos:R:3:lowdin_charge:R:1
C -0.66 -0.84 -1.27 -0.179
C 0.60 -0.23 -0.80 -0.768
C 0.44 0.68 0.44 -0.518
C -0.11 0.29 1.55 -0.159
C -0.64 1.54 0.78 -0.039
H -1.00 -1.84 -0.77 0.090
H -0.91 -0.77 -2.69 0.188
H -1.12 0.24 -0.91 0.094
H 0.87 0.41 -1.70 0.111
H 1.42 -2.44 -0.08 -0.116
H 1.45 0.88 0.56 0.114
H -0.79 -0.67 1.52 0.152
H 0.50 0.29 2.46 0.118
H -0.52 2.49 1.51 0.160
H -1.53 1.42 0.26 0.055
S 1.99 -1.44 -0.86 0.696
```

Largest force on an atom   9.947 eV/A
Spin multiplicity   1
Electronic energy   -16177.043 eV
LUMO   0.879 eV
Kohn-Sham gap   0.364 hartree
Energy above the lowest of the compared OMol25 structures with the same formula, charge and spin   524.3 kJ/mol

=====

Entry 7:
Entry from the OMol25 dataset: the molecule C4H7NO2 (the ωB97M-V functional and the def2-TZVPD basis).

Geometry as XYZ:
```
14
Properties=species:S:1:pos:R:3:lowdin_charge:R:1
O -0.43 2.41 0.04 -0.063
C -1.13 1.17 -0.12 -0.239
C -0.25 -0.02 -0.28 -0.247
C 1.25 -1.43 1.00 0.084
N 0.22 -0.63 0.86 0.019
C 0.14 -0.55 -1.54 -0.269
O 0.94 -1.47 -1.72 -0.044
H 0.30 2.26 0.65 0.078
H -1.83 1.04 0.73 0.115
H -1.73 1.30 -1.02 0.118
H 1.89 -1.58 0.15 0.077
H 1.40 -1.92 1.95 0.084
H -0.35 -0.49 1.69 0.164
H -0.41 -0.10 -2.39 0.122
```

Largest force on an atom   0.486 eV/A
Spin multiplicity   1
Electronic energy   -9844.429 eV
LUMO (spin up / spin down)   0.140 / 0.139 eV
Kohn-Sham gap (spin up / spin down)   0.297 / 0.296 hartree
Energy above the lowest of the compared OMol25 structures with the same formula, charge and spin   275.0 kJ/mol